1.
Computed, not measured: C33H17AsBr4Cl2CoNO3 as an isolated structure at a distorted geometry, with ωB97M-V/def2-TZVPD.

Output
<S²> = 6.0300
LUMO level (spin up / spin down) = -0.4 / -2.7 eV
2S+1 = 5
DFT total energy = -16383.16989 hartree
molecular weight = 999.88 g mol⁻¹
E_HOMO (spin up / spin down) = -7.1 / -7.1 eV
HOMO-LUMO gap (spin up / spin down) = 0.2461 / 0.1608 Eh

Last column: Löwdin spin population.
Geometry (Å):
Co  0.172  -0.253  -1.715  2.71
Br  3.565  5.474  -3.514  0.03
C  3.031  3.638  -3.284  0.12
C  4.017  2.620  -3.374  0.08
Br  5.781  3.146  -3.278  0.02
C  3.644  1.285  -3.256  0.05
Br  4.777  -0.014  -3.972  0.01
C  2.363  0.911  -2.819  0.13
O  2.078  -0.265  -2.380  0.25
C  1.330  1.977  -2.775  0.14
O  0.102  1.634  -2.462  0.25
C  1.684  3.248  -3.185  0.02
Br  0.315  4.354  -3.768  0.00
Cl  -1.026  -5.364  -1.108  0.00
C  -1.944  -4.001  -1.673  0.01
C  -3.339  -4.156  -1.828  0.00
C  -4.236  -3.149  -2.226  0.00
Cl  -5.895  -3.595  -2.612  0.00
C  -3.705  -1.797  -2.380  0.00
C  -4.468  -0.691  -2.764  0.01
C  -3.874  0.550  -2.726  0.00
C  -2.523  0.700  -2.452  0.01
N  -1.804  -0.406  -2.201  0.04
C  -2.330  -1.623  -2.119  0.00
C  -1.353  -2.709  -1.808  0.00
O  -0.175  -2.461  -1.488  0.05
H  -3.753  -5.112  -1.676  0.00
H  -5.461  -0.836  -3.108  0.00
H  -4.493  1.384  -2.899  0.00
H  -2.007  1.644  -2.443  0.00
C  -1.727  -3.093  3.763  0.00
C  -0.829  -3.601  2.862  0.00
C  -0.292  -2.766  1.888  0.00
C  -0.756  -1.438  1.730  0.01
C  -1.740  -1.007  2.614  0.00
C  -2.244  -1.855  3.580  0.00
As  0.274  -0.154  0.594  0.03
C  1.898  -0.267  1.606  0.00
C  2.871  -1.268  1.567  0.00
C  4.045  -1.115  2.367  0.00
C  4.241  0.083  3.128  0.00
C  3.257  1.092  3.142  0.00
C  2.055  0.903  2.416  0.00
C  1.145  2.009  2.169  0.00
C  1.173  3.273  2.721  0.00
C  0.153  4.167  2.474  0.00
C  -0.920  3.805  1.604  0.00
C  -0.890  2.590  0.971  0.00
C  0.009  1.650  1.413  0.01
H  -2.094  -3.659  4.624  0.00
H  -0.400  -4.609  2.964  0.00
H  0.523  -3.059  1.201  0.00
H  -2.031  0.043  2.677  0.00
H  -3.012  -1.520  4.313  0.00
H  2.737  -2.164  0.984  0.00
H  4.820  -1.918  2.431  0.00
H  5.141  0.214  3.742  0.00
H  3.262  1.945  3.780  0.00
H  2.026  3.472  3.441  0.00
H  0.194  5.219  2.916  0.00
H  -1.704  4.521  1.382  0.00
H  -1.661  2.373  0.232  0.00

---

2.
Computed, not measured: a 2-piece molecular cluster, C19H32N2O2Si overall at a distorted geometry, with ωB97M-V/def2-TZVPD.

Output
LUMO level = -7.7 eV
total charge = +2
DFT total energy = -1291.53777 hartree
molecular weight = 348.56 g mol⁻¹
E_HOMO = -13.1 eV
HOMO-LUMO gap = 0.1975 Eh

Last column: natural (NBO) charge in e.
Geometry (Å):
C  -3.589  -0.104  1.568  -1.11
Si  -2.982  -1.951  1.848  1.73
C  -4.443  -3.071  1.284  -1.16
C  -2.546  -2.102  3.728  -1.16
N  -1.480  -2.114  0.848  -0.70
C  -0.265  -1.298  1.336  0.08
C  1.187  -1.243  0.577  -0.20
C  1.353  -2.136  -0.824  0.00
C  2.804  -2.019  -1.579  -0.01
C  4.133  -2.859  -1.090  -0.20
C  5.551  -2.632  -1.882  0.08
N  5.624  -1.659  -3.062  -0.34
C  7.029  -1.507  -3.683  -0.26
C  7.823  -0.458  -2.651  -0.08
O  7.139  0.874  -2.627  -0.74
C  4.459  -0.848  -3.591  0.11
C  2.953  -0.980  -2.880  -0.19
C  0.068  -3.035  -1.299  -0.21
C  -1.340  -2.971  -0.398  0.13
H  -4.522  0.160  2.227  0.28
H  -2.682  0.639  1.736  0.25
H  -3.850  -0.032  0.408  0.25
H  -4.645  -3.052  0.113  0.26
H  -5.429  -2.606  1.771  0.29
H  -4.395  -4.181  1.714  0.27
H  -3.351  -2.730  4.342  0.29
H  -1.498  -2.634  3.890  0.25
H  -2.446  -1.043  4.251  0.27
H  -0.359  -0.651  2.335  0.29
H  2.083  -0.591  0.989  0.29
H  4.011  -3.563  -0.155  0.29
H  6.509  -3.207  -1.527  0.29
H  7.010  -0.987  -4.731  0.27
H  7.649  -2.502  -3.655  0.27
H  7.726  -0.883  -1.540  0.18
H  8.967  -0.368  -2.880  0.23
H  7.174  1.257  -1.696  0.50
H  4.530  -0.091  -4.509  0.31
H  2.062  -0.318  -3.283  0.29
H  0.164  -3.707  -2.265  0.29
H  -2.252  -3.622  -0.785  0.29
C  -5.452  4.799  1.835  -0.65
C  -4.147  4.271  2.403  -0.07
O  -3.522  3.293  1.576  -0.56
C  -3.144  3.711  0.268  -0.06
C  -2.139  4.848  0.261  -0.65
H  -6.136  3.976  1.609  0.21
H  -5.934  5.472  2.549  0.23
H  -5.292  5.356  0.906  0.21
H  -4.355  3.782  3.360  0.19
H  -3.450  5.089  2.618  0.17
H  -4.034  3.967  -0.319  0.17
H  -2.693  2.840  -0.220  0.17
H  -2.563  5.766  0.679  0.22
H  -1.814  5.064  -0.759  0.22
H  -1.260  4.589  0.861  0.21

---

3.
Computed, not measured: C24H72N13O7P4Ti as an isolated structure at a distorted geometry, with ωB97M-V/def2-TZVPD.

Output
<S²> = 3.7506
LUMO level (spin up / spin down) = -1.7 / -1.4 eV
relative energy (zero: lowest compared OMol25 entry of this formula, charge and spin) = 607.5 kJ/mol
2S+1 = 4
DFT total energy = -4410.77798 hartree
molecular weight = 826.69 g mol⁻¹
E_HOMO (spin up / spin down) = -6.5 / -6.5 eV
HOMO-LUMO gap (spin up / spin down) = 0.1777 / 0.1856 Eh

Last column: Löwdin spin population.
Geometry (Å):
Ti  -2.265  0.754  0.752  2.98
N  -6.988  0.628  1.083  0.00
O  -6.176  -0.249  0.874  0.01
O  -8.040  0.366  1.573  0.00
O  -6.589  1.765  0.927  0.00
O  6.010  -3.028  -3.819  0.00
P  5.298  -4.169  -3.154  0.00
N  6.419  -5.407  -2.548  0.00
C  5.903  -6.425  -1.558  0.00
C  7.553  -5.885  -3.380  0.00
N  4.269  -4.939  -4.264  0.00
C  3.242  -5.976  -3.925  0.00
C  4.311  -4.685  -5.728  0.00
N  4.307  -3.778  -1.778  0.00
C  4.987  -3.297  -0.576  0.00
C  3.085  -3.022  -1.990  0.00
H  5.014  -6.050  -1.051  0.00
H  6.720  -6.741  -0.910  0.00
H  5.569  -7.284  -2.140  0.00
H  8.140  -6.532  -2.728  0.00
H  8.267  -5.110  -3.659  0.00
H  7.278  -6.448  -4.272  0.00
H  2.454  -5.607  -3.269  0.00
H  2.743  -6.317  -4.832  0.00
H  3.658  -6.865  -3.452  0.00
H  3.437  -4.085  -5.981  0.00
H  5.172  -4.074  -5.997  0.00
H  4.221  -5.547  -6.389  0.00
H  4.398  -3.324  0.341  0.00
H  5.920  -3.856  -0.497  0.00
H  5.325  -2.270  -0.710  0.00
H  2.464  -3.631  -2.647  0.00
H  3.306  -2.046  -2.422  0.00
H  2.587  -2.905  -1.027  0.00
O  -2.592  0.999  -3.991  0.00
P  -2.633  0.772  -5.475  0.00
N  -4.186  1.139  -6.126  0.00
C  -4.512  1.093  -7.533  0.00
C  -5.328  0.740  -5.307  0.00
N  -2.341  -0.855  -5.886  0.00
C  -2.106  -1.245  -7.237  0.00
C  -2.907  -1.965  -5.082  0.00
N  -1.518  1.681  -6.427  0.00
C  -0.086  1.204  -6.398  0.00
C  -1.762  3.087  -6.186  0.00
H  -3.683  1.687  -7.918  0.00
H  -5.434  1.610  -7.801  0.00
H  -4.520  0.092  -7.964  0.00
H  -5.177  0.970  -4.252  0.00
H  -5.586  -0.313  -5.420  0.00
H  -6.185  1.376  -5.530  0.00
H  -3.001  -1.621  -7.734  0.00
H  -1.707  -0.476  -7.899  0.00
H  -1.475  -2.128  -7.341  0.00
H  -2.393  -2.920  -5.190  0.00
H  -2.927  -1.679  -4.030  0.00
H  -3.912  -2.211  -5.424  0.00
H  0.313  1.265  -5.385  0.00
H  0.063  0.198  -6.791  0.00
H  0.564  1.810  -7.029  0.00
H  -1.087  3.554  -5.468  0.00
H  -2.739  3.364  -5.788  0.00
H  -1.673  3.815  -6.993  0.00
O  -1.112  -1.810  4.622  0.00
P  -1.207  -2.278  6.034  0.00
N  -2.116  -3.736  6.146  0.00
C  -2.302  -4.378  7.472  0.00
C  -3.284  -3.846  5.233  0.00
N  -1.961  -1.100  7.041  0.00
C  -2.045  -1.258  8.495  0.00
C  -2.986  -0.177  6.512  0.00
N  0.314  -2.619  6.708  0.00
C  0.927  -3.969  6.855  0.00
C  1.281  -1.550  6.646  0.00
H  -2.281  -5.461  7.349  0.00
H  -3.342  -4.232  7.765  0.00
H  -1.630  -3.931  8.204  0.00
H  -2.974  -3.717  4.196  0.00
H  -4.103  -3.170  5.480  0.00
H  -3.674  -4.862  5.290  0.00
H  -1.051  -1.317  8.937  0.00
H  -2.424  -0.320  8.899  0.00
H  -2.728  -2.049  8.806  0.00
H  -3.568  0.331  7.281  0.00
H  -2.584  0.559  5.815  0.00
H  -3.620  -0.791  5.873  0.00
H  1.445  -4.218  5.928  0.00
H  1.730  -4.075  7.584  0.00
H  0.171  -4.699  7.142  0.00
H  2.275  -1.904  6.372  0.00
H  1.515  -1.183  7.645  0.00
H  0.985  -0.751  5.965  0.00
O  -0.211  4.455  2.277  0.01
P  0.095  5.901  2.215  0.00
N  0.647  6.647  3.646  0.00
C  0.766  8.092  3.934  0.00
C  0.654  5.794  4.792  0.00
N  -1.002  6.964  1.520  0.00
C  -1.957  7.757  2.336  0.00
C  -1.608  6.461  0.240  0.00
N  1.455  6.163  1.204  0.00
C  2.267  5.033  0.749  0.00
C  1.920  7.519  0.770  0.00
H  0.186  8.379  4.811  0.00
H  0.397  8.669  3.085  0.00
H  1.749  8.262  4.374  0.00
H  1.137  6.255  5.654  0.00
H  1.334  4.946  4.706  0.00
H  -0.334  5.366  4.962  0.00
H  -2.912  7.252  2.484  0.00
H  -1.632  8.074  3.327  0.00
H  -2.283  8.600  1.727  0.00
H  -0.872  6.009  -0.425  0.00
H  -2.392  5.716  0.377  0.00
H  -2.051  7.283  -0.322  0.00
H  3.320  5.286  0.619  0.00
H  2.175  4.191  1.434  0.00
H  1.790  4.700  -0.173  0.00
H  1.549  8.310  1.422  0.00
H  1.714  7.797  -0.264  0.00
H  2.983  7.626  0.985  0.00

---

4.
Computed, not measured: a 2-piece molecular cluster, C5H6N3S overall at a distorted geometry, with ωB97M-V/def2-TZVPD.

Output
LUMO level (spin up / spin down) = -7.1 / -7.1 eV
relative energy (zero: lowest compared OMol25 entry of this formula, charge and spin) = 373.2 kJ/mol
total charge = +1
DFT total energy = -756.17086 hartree
molecular weight = 140.19 g mol⁻¹
E_HOMO (spin up / spin down) = -14.2 / -13.9 eV
HOMO-LUMO gap (spin up / spin down) = 0.2620 / 0.2486 Eh

Last column: natural (NBO) charge in e.
Geometry (Å):
C  0.192  -3.252  0.732  -0.05
C  1.560  0.729  -0.951  -0.02
C  0.491  1.585  -0.657  -0.04
C  0.026  -0.450  0.056  0.64
C  -1.697  1.298  0.485  -0.43
N  1.136  -3.331  0.074  -0.27
N  1.259  -0.495  -0.450  -0.54
N  -0.460  0.798  -0.011  -0.37
S  -1.173  -3.250  1.639  0.36
H  2.469  0.866  -1.450  0.26
H  0.306  2.483  -1.095  0.25
H  -1.504  2.207  1.156  0.25
H  -2.420  1.512  -0.333  0.25
H  -2.126  0.509  1.208  0.25
H  1.942  -1.209  -0.403  0.48